No. 1
One molecule with the formula C3H5N3O3 in a non-equilibrium geometry. Source: the OMol25 dataset; level of theory: ωB97M-V/def2-TZVPD.

## Properties
SMILES string ... COn1nco/c1=N/O
Charge ... 0
Frontier orbital gap ... 10.09 eV

Last column: natural (NBO) charge in e.
Geometry (Å):
C (2.23, 0.23, 1.20)  -0.265
C (-1.79, 0.95, 0.77)  0.347
C (-0.67, -0.34, -0.58)  0.542
H (1.94, 0.70, 2.16)  0.195
H (2.16, -0.88, 1.30)  0.189
H (3.20, 0.55, 0.87)  0.199
H (-2.66, 1.53, 1.09)  0.212
H (1.49, -0.90, -1.21)  0.465
N (0.10, 0.02, 0.56)  -0.072
N (-0.64, 0.96, 1.29)  -0.303
N (-0.42, -1.04, -1.56)  -0.151
O (1.30, 0.62, 0.20)  -0.382
O (-1.95, 0.16, -0.33)  -0.439
O (0.89, -1.48, -1.71)  -0.536

***

No. 2
One molecule with the formula C3H5N3O3 in a non-equilibrium geometry. Source: the OMol25 dataset; level of theory: ωB97M-V/def2-TZVPD.

## Properties
SMILES string ... [H]/N=c1\oc(N)c(O)n1O
Charge ... 0
Frontier orbital gap ... 7.82 eV

Last column: natural (NBO) charge in e.
Geometry (Å):
C (-0.78, 0.36, 0.13)  0.319
C (-0.63, -0.93, -0.38)  0.295
C (1.41, -0.05, -0.21)  0.664
N (2.65, 0.18, 0.03)  -0.815
N (0.48, 0.88, 0.12)  -0.165
N (-1.58, -1.95, -0.55)  -0.816
O (0.75, -1.15, -0.81)  -0.448
O (-1.90, 1.12, 0.35)  -0.644
O (0.76, 2.12, 0.60)  -0.505
H (3.37, -0.55, 0.05)  0.381
H (-1.84, -2.16, -1.48)  0.374
H (-2.35, -1.72, 0.01)  0.382
H (-1.56, 1.93, 0.71)  0.494
H (1.24, 1.91, 1.43)  0.484

***

No. 3
One molecule with the formula C3H5N3OS in a non-equilibrium geometry. Source: the OMol25 dataset; level of theory: ωB97M-V/def2-TZVPD.

## Properties
SMILES string ... Nc1c[nH]c(=S)n1O
Charge ... 0
Frontier orbital gap ... 8.35 eV

Last column: natural (NBO) charge in e.
Geometry (Å):
C (-1.49, 0.16, 0.00)  0.287
C (-1.23, 1.47, 0.01)  -0.188
C (0.77, 0.38, -0.02)  0.233
H (-3.46, -0.11, 0.35)  0.389
H (-2.51, -1.47, 0.27)  0.392
H (-1.83, 2.39, 0.01)  0.234
H (0.76, 2.42, 0.06)  0.434
H (0.79, -2.04, 0.01)  0.512
N (-2.68, -0.56, -0.08)  -0.790
N (0.21, 1.59, -0.01)  -0.525
N (-0.28, -0.48, -0.03)  -0.088
O (-0.15, -1.86, 0.00)  -0.528
S (2.40, -0.14, 0.01)  -0.362

***

No. 4
C3H5N3OS as an isolated structure in a non-equilibrium geometry. Source: the OMol25 dataset; level of theory: ωB97M-V/def2-TZVPD.

## Properties
Charge ... 0
Frontier orbital gap ... 8.75 eV

Last column: natural (NBO) charge in e.
Geometry (Å):
C (0.95, 0.54, 0.92)  0.643
C (1.50, -0.02, -0.50)  -0.632
C (-1.10, 0.49, -0.79)  -0.062
N (-1.08, -1.66, -0.33)  -0.320
N (-1.67, -0.58, -0.20)  -0.189
N (-0.32, 1.10, 0.86)  -0.607
O (1.57, 0.64, 2.00)  -0.596
S (0.32, 0.53, -1.80)  0.289
H (2.48, 0.37, -0.70)  0.252
H (1.69, -1.11, -0.28)  0.258
H (-1.95, 1.11, -1.14)  0.245
H (-1.54, -2.41, 0.29)  0.326
H (-0.84, 0.98, 1.68)  0.393

***

Which highest occupied orbital energy belongs to each record? In order, -9.255, -7.415, -7.639, -9.350 eV.
Which molecular weight belongs to each record? In order, 131.1, 131.1, 131.2, 131.2 g/mol.